Record 1
{
  "formula": "C5H10O",
  "method": "ωB97M-V/def2-TZVPD",
  "symbols": ["C", "H", "H", "H", "H", "C", "H", "C", "C", "C", "H", "H", "O", "H", "H", "H"],
  "xyz": [[-0.9017, -1.1202, 0.4998], [0.4730, -1.3848, 2.0782], [-0.0250, -2.9226, 1.1718], [-0.5406, 0.7456, 1.5036], [-1.4695, -1.5998, -0.2962], [-1.0266, 0.3798, 0.5933], [1.1534, 2.1894, -1.4759], [0.7236, 1.7541, -0.5770], [-0.1172, -1.8462, 1.2885], [-0.4049, 1.0436, -0.6059], [-2.0856, 0.6660, 0.6351], [2.1410, -0.6010, -0.5035], [-1.1277, 0.7893, -1.7333], [2.6214, -1.1679, -0.4426], [-0.6664, 1.1702, -2.4928], [1.2528, 1.9046, 0.3567]],
  "forces_ev_per_angstrom": [[0.11, -0.16, 0.09], [-0.09, -0.05, -0.10], [-0.05, 0.16, 0.00], [-0.05, -0.07, -0.17], [0.08, 0.05, 0.11], [0.01, 0.04, 0.06], [-0.08, -0.05, 0.09], [-0.14, -0.05, -0.01], [-0.12, 0.09, -0.06], [0.25, 0.13, 0.25], [0.13, -0.04, -0.01], [0.09, -0.10, 0.00], [0.11, 0.07, -0.18], [-0.02, 0.06, -0.03], [-0.11, -0.06, 0.10], [-0.11, -0.03, -0.13]],
  "mulliken_charge": [-0.0148, 0.2448, 0.2575, 0.3444, 0.3065, -0.6521, 0.2408, -1.1203, -0.7933, 0.8001, 0.2597, -0.2041, -0.4867, 0.2171, 0.3083, 0.2921],
  "smiles": "C=CCC(=C)O.[H][H]",
  "total_energy_ha": -271.67090,
  "e_lumo_ev": 0.927,
  "e_homo_ev": -8.978,
  "total_charge": 0,
  "de_lowest_kj_mol": 214.5,
  "gap_ha": 0.3640
}

Record 2
{
  "formula": "C57H76AsBN10PRuTe",
  "method": "ωB97M-V/def2-TZVPD",
  "symbols": ["C", "C", "H", "As", "H", "H", "H", "C", "H", "H", "H", "H", "Te", "H", "C", "C", "H", "H", "H", "H", "H", "H", "C", "N", "C", "C", "C", "H", "C", "C", "H", "H", "P", "C", "C", "H", "H", "N", "H", "H", "H", "H", "C", "C", "C", "H", "C", "C", "C", "H", "C", "C", "H", "H", "N", "C", "H", "C", "H", "H", "Ru", "H", "H", "C", "C", "C", "H", "H", "H", "H", "C", "H", "H", "H", "N", "H", "H", "H", "N", "H", "H", "B", "C", "C", "C", "C", "H", "N", "C", "C", "H", "N", "H", "C", "H", "C", "H", "H", "C", "C", "H", "C", "H", "H", "C", "H", "C", "C", "C", "H", "H", "H", "C", "H", "H", "C", "H", "C", "C", "H", "H", "H", "C", "C", "H", "C", "H", "C", "C", "H", "C", "C", "C", "N", "H", "H", "C", "H", "H", "N", "H", "H", "C", "N", "C", "H", "H", "H"],
  "xyz": [[-1.0560, 0.8258, 5.4223], [-5.1972, -5.5486, -1.8006], [-6.2082, -5.3243, -2.1514], [0.0728, -2.9369, 0.0687], [3.6319, -1.8981, 0.5728], [2.6582, 5.5152, -1.0616], [-6.3142, -1.7363, -1.1065], [-5.0810, -5.2424, -0.2883], [-3.1871, -5.1623, -2.4776], [0.7478, 2.6760, -2.6750], [3.1404, -0.9817, 5.1699], [-5.3807, -3.9471, 2.5213], [-0.6294, -1.0111, 2.9725], [-3.2954, -0.3551, 2.2479], [2.4428, 1.0259, -3.9375], [1.7279, 3.7790, -0.2717], [2.3717, 0.0642, 7.0404], [-3.5045, -2.4276, 3.5498], [-1.4600, 1.9318, 7.2071], [-6.0098, -4.7918, 0.0656], [-2.4490, 2.3723, 2.2521], [2.7241, 4.1235, -2.1489], [2.9642, -1.0466, 0.6737], [1.0833, 2.6083, -0.4264], [3.8962, -4.3033, -1.2661], [-2.3859, 1.2255, 4.8324], [3.0553, -0.3876, -1.8509], [-2.4761, 4.4071, -3.4095], [-0.1199, 0.0317, 4.7482], [-4.1820, -4.7468, -2.6197], [-5.6259, -2.9483, 4.7458], [-0.5974, -7.0747, -2.4340], [-3.7115, -1.5469, -0.2077], [2.6440, -3.7099, -1.1923], [1.9185, 3.9747, 1.0761], [1.3577, 3.5303, 3.7146], [-0.8060, -3.9985, 2.9773], [0.8366, 2.0254, 0.7864], [1.9226, -2.0848, 4.5198], [-3.3167, -2.7801, -2.7570], [-5.0745, -2.8081, -2.6832], [4.1051, -5.4954, 1.8930], [-0.2780, -3.2355, -2.8866], [-1.2672, -6.0736, 2.6512], [-0.4017, -5.4519, -3.8245], [-5.0367, -6.6124, -1.9863], [-1.5878, 3.8278, -3.1618], [2.2130, 0.3962, -2.6036], [-5.3356, -0.3385, -3.9192], [2.8305, 2.0412, -3.8357], [-4.0616, 0.5828, -1.9289], [-0.5191, -5.1674, -1.4419], [2.2490, -3.2098, -2.0666], [1.8150, 1.3417, 8.9632], [1.0848, 0.6048, -1.8809], [-2.4770, 2.4371, 0.1304], [1.5219, 1.0809, -4.5164], [3.7012, -4.9929, 1.0225], [-2.9810, 0.5546, -1.8692], [3.5419, -0.2067, 1.0717], [-0.6607, -0.1081, 0.5286], [-1.3999, 3.1165, -3.9657], [-7.2208, 0.1648, -3.0353], [2.1023, 4.6526, -1.4253], [2.4441, -4.4013, 1.0902], [-4.1709, -3.2623, -2.2755], [-2.4282, 2.3104, 4.7008], [-5.1479, 1.7302, -3.4189], [-3.0062, -4.7349, -0.3180], [-2.5638, 0.7630, 3.8653], [-4.2686, -0.7983, 2.4015], [-6.6963, -1.4121, 1.4585], [-3.9518, 3.0043, 1.5580], [3.1723, 0.4401, -4.4948], [-4.5576, -0.6612, -1.3762], [-1.6439, -8.0950, 2.0382], [-6.9976, -1.5558, -3.2739], [2.4041, 4.8140, 1.5488], [-4.6168, -1.5831, 1.2222], [-1.4953, -6.2636, 3.6923], [-0.4021, -6.1036, -4.6891], [0.4589, 2.0013, -1.7249], [-1.8033, 3.1277, -1.8609], [-4.5258, 0.8304, -3.3840], [1.4040, 0.2706, 6.5928], [-5.9349, -2.2036, 1.3778], [-6.3801, -1.5122, 4.0623], [-2.2197, -1.1538, -0.0915], [-6.0066, -0.7742, -1.4933], [-0.3590, -3.7911, -1.6225], [-4.6900, -1.2109, -4.0252], [-4.1507, -3.0454, -0.8100], [-0.2598, -3.6569, -4.9941], [-6.0347, -3.0770, 2.6255], [0.2387, 2.2085, 3.3873], [0.4819, 1.0363, 7.2949], [1.8908, -4.4464, 2.0212], [4.4548, -4.2642, -2.1939], [-6.4864, -0.6418, -2.9642], [1.2169, 2.6054, 3.1539], [-3.8494, -4.0163, 1.0197], [-2.6994, 3.4096, -0.8603], [-0.7365, 4.5091, -3.1195], [0.6121, 2.6188, 8.7595], [-0.3158, -4.0748, -3.9967], [2.1836, -1.2781, 1.3971], [-0.7123, -5.5866, -0.0301], [2.2008, -1.0336, 4.6180], [0.7812, 1.5432, 8.6830], [1.2191, 5.0167, -1.9531], [-4.4062, -4.8411, -3.6850], [-1.1493, -7.6678, -0.3390], [-1.3476, -7.1026, 1.7218], [-3.6612, 1.0245, -4.0226], [-5.0042, 0.0140, 2.5288], [-3.9393, -4.2686, -0.0333], [-3.6036, 1.2719, 1.5031], [-0.6207, -4.5547, 0.9128], [4.4305, -4.9487, -0.1564], [-7.0591, -3.4499, 2.7137], [2.3702, -0.6587, 3.6074], [5.4030, -5.4220, -0.2148], [-0.5113, -6.0007, -2.5517], [1.1322, -0.2347, 5.3243], [-6.4910, -0.0069, -0.8719], [2.3832, -0.6069, -0.6311], [4.0477, -0.7176, -2.1144], [1.9049, -3.7483, -0.0116], [-5.6358, -2.2947, 3.8705], [-3.4391, 4.1947, -0.8498], [-3.1628, 2.2629, 1.4356], [1.3275, 2.8593, 1.6986], [-1.0660, -6.8625, 0.3818], [-1.5056, 1.6334, -0.2585], [-4.4186, 1.4123, -1.3151], [-4.9308, -6.1546, 0.2943], [-0.7336, 1.3128, 6.6867], [-3.9906, -1.0421, 4.5245], [-5.7288, -0.1093, -4.9120], [-1.0669, 2.0542, -1.4813], [-0.1755, -2.1619, -3.0052], [-6.1657, -2.7854, 0.4961], [-0.8869, -4.7947, 2.2482], [1.1769, -0.0669, -0.7041], [-4.2692, -1.6523, 3.6619], [0.1352, 1.0592, 9.4183], [1.9582, 1.8849, 3.5006], [-3.2067, 0.9453, 5.4964]],
  "forces_ev_per_angstrom": [[0.11, 0.02, 0.04], [0.01, 0.06, 0.01], [0.01, 0.02, 0.01], [0.35, -0.18, 0.18], [0.03, 0.00, -0.03], [0.00, 0.00, 0.00], [-0.03, -0.08, 0.03], [-0.04, 0.05, -0.07], [0.15, -0.06, 0.01], [-0.11, -0.10, 0.08], [-0.03, 0.00, 0.01], [0.00, -0.01, -0.02], [-0.13, -0.36, 0.31], [0.16, -0.10, 0.01], [-0.01, -0.05, 0.01], [-0.01, -0.01, -0.15], [-0.03, 0.00, 0.00], [0.00, 0.03, 0.03], [0.02, -0.02, 0.00], [-0.02, -0.06, 0.05], [0.02, -0.02, 0.00], [0.00, 0.00, 0.02], [-0.02, -0.04, -0.05], [-0.15, -0.33, -0.16], [0.03, 0.00, 0.08], [0.04, 0.03, 0.09], [0.09, 0.05, 0.03], [0.01, 0.00, -0.01], [-0.06, 0.12, -0.09], [-0.03, -0.04, -0.01], [-0.02, 0.02, 0.01], [0.00, 0.02, -0.01], [-0.47, 0.04, -0.27], [-0.01, -0.04, 0.06], [-0.03, 0.02, 0.13], [0.02, -0.03, -0.02], [-0.02, 0.01, -0.01], [0.22, 0.40, 0.38], [-0.03, 0.00, -0.01], [0.05, 0.01, -0.01], [-0.01, -0.01, -0.01], [-0.01, 0.01, -0.01], [0.00, -0.05, 0.02], [0.02, -0.01, -0.08], [-0.04, 0.06, 0.02], [-0.03, 0.00, -0.02], [-0.03, 0.01, 0.02], [0.13, 0.10, 0.13], [-0.02, -0.01, 0.01], [-0.01, -0.01, 0.02], [-0.04, 0.08, 0.10], [-0.10, -0.08, 0.13], [-0.03, -0.02, -0.03], [-0.01, 0.00, -0.01], [-0.34, -0.32, -0.45], [0.01, 0.06, 0.07], [0.00, -0.02, 0.01], [-0.05, 0.04, 0.01], [0.08, 0.03, 0.00], [-0.05, 0.02, -0.01], [0.23, 0.60, -1.28], [-0.01, 0.00, 0.02], [-0.01, 0.00, 0.01], [0.02, 0.01, 0.05], [0.07, 0.09, 0.09], [-0.11, -0.08, 0.28], [0.01, -0.02, 0.02], [0.03, 0.01, 0.01], [0.29, -0.15, 0.01], [0.05, 0.00, 0.05], [-0.21, -0.18, -0.08], [0.01, 0.02, -0.03], [0.02, 0.02, -0.01], [0.00, 0.01, -0.01], [0.03, 0.03, -0.15], [0.02, 0.01, 0.00], [-0.02, 0.01, 0.01], [-0.03, -0.04, 0.01], [0.21, -0.05, 0.26], [0.00, 0.00, 0.00], [0.01, 0.01, 0.00], [0.24, 0.36, 0.10], [0.12, 0.06, -0.02], [0.05, 0.00, 0.05], [0.04, 0.01, -0.04], [0.02, 0.15, 0.01], [0.01, -0.01, 0.00], [-0.07, 0.08, 0.45], [0.09, 0.09, -0.11], [0.03, 0.17, 0.04], [-0.01, -0.01, 0.00], [0.38, -0.36, -0.13], [0.00, -0.01, 0.00], [0.07, 0.03, 0.01], [-0.20, -0.12, 0.12], [0.01, 0.00, 0.06], [-0.03, -0.03, -0.01], [-0.01, -0.01, 0.01], [0.05, 0.03, 0.03], [0.12, 0.03, 0.15], [-0.03, 0.07, 0.06], [-0.09, -0.01, 0.05], [-0.02, -0.01, 0.01], [0.00, -0.01, -0.02], [-0.02, -0.04, 0.01], [-0.03, -0.03, -0.01], [-0.09, -0.01, -0.21], [-0.02, 0.05, 0.09], [-0.01, -0.01, -0.06], [0.02, 0.00, 0.02], [0.04, -0.01, 0.00], [0.00, 0.01, 0.03], [-0.01, 0.05, 0.03], [0.00, -0.01, 0.00], [0.02, 0.01, 0.00], [-0.17, 0.15, -0.07], [0.01, 0.20, -0.06], [0.11, 0.01, -0.06], [-0.04, 0.04, -0.05], [0.01, 0.00, -0.02], [-0.01, 0.02, 0.01], [-0.01, 0.02, 0.00], [-0.11, -0.04, -0.05], [-0.04, 0.06, 0.05], [-0.01, 0.02, 0.00], [0.13, 0.15, 0.26], [-0.04, -0.02, 0.02], [-0.14, -0.11, -0.12], [0.02, -0.01, 0.04], [0.00, -0.07, 0.01], [-0.08, 0.08, -0.09], [0.12, 0.04, -0.31], [-0.05, -0.05, 0.01], [-0.03, -0.17, 0.12], [0.04, 0.17, 0.09], [0.06, 0.01, -0.03], [-0.03, 0.03, -0.03], [0.00, -0.04, -0.05], [0.01, 0.00, -0.01], [0.00, -0.14, 0.00], [0.02, 0.01, 0.00], [0.00, -0.07, -0.04], [-0.02, -0.07, 0.04], [-0.51, -0.09, -0.22], [-0.07, -0.12, -0.01], [0.01, 0.00, 0.00], [0.00, -0.05, 0.03], [0.02, 0.03, 0.02]],
  "mulliken_charge": [1.4529, -1.0528, 0.3771, 1.4680, 0.3708, 0.4152, -0.0582, -1.0359, -0.2531, -0.1208, 0.4453, 0.1465, 0.5484, -1.9980, -1.8123, 0.9430, 0.2868, -0.0437, 0.4388, 0.2098, -0.0195, 0.1938, -0.9248, 0.5449, -1.0806, -0.9556, -1.7193, 0.5247, -0.1698, -0.4053, 0.4712, 0.3912, -1.7783, -0.2672, -1.6724, 0.3999, 0.3716, 0.6157, 0.3543, 0.2333, -0.0307, 0.4610, -0.8411, -0.7435, -1.1013, 0.3608, -1.6163, 0.7038, -0.5597, 0.1781, 0.3683, 0.0665, 0.5458, 0.3544, 0.3305, -0.1730, 0.3023, -0.8859, -0.6252, 0.4071, 0.9198, 0.2774, 0.3874, -1.2800, -0.3989, -0.0252, 0.5128, 0.3116, -0.2600, -1.2941, 0.6188, 0.5052, 0.5546, 0.5229, 0.9147, 0.3777, 0.4078, 0.5031, 1.1001, 0.4623, 0.3842, -0.8893, 0.6715, -0.9521, -1.0101, -0.6351, 0.3520, 1.3473, -0.4376, 1.3410, 0.0316, 1.2289, 0.4503, -0.5559, -0.2481, 0.6881, 0.3375, 0.4597, -1.0568, -0.9211, 0.2754, -1.2751, 0.1534, 0.3587, -0.7787, -0.3440, -0.5195, -1.3737, -1.6165, 0.1413, 0.6179, 0.3950, -1.1155, 0.3316, 0.3898, -0.1138, -0.1429, 1.1935, -0.6699, 0.3833, -0.0826, 0.3973, -0.3590, 0.4338, 0.5621, 0.3874, 0.5555, 0.7954, -1.1445, 0.5934, -1.1415, 0.4301, -0.6729, 1.7291, 0.1768, 0.5651, -0.9344, 0.0243, 0.5621, 0.0951, 0.3888, 0.1129, -0.9923, 0.9836, -0.0021, 0.3258, 0.1940, 0.6845],
  "total_energy_ha": -5730.16031,
  "multiplicity": 2,
  "s2": 0.992,
  "e_lumo_ev": [-0.469, -0.141],
  "e_homo_ev": [-6.621, -6.773],
  "total_charge": 0,
  "de_lowest_kj_mol": 41.0,
  "gap_ha": [0.2261, 0.2437]
}

Record 3
{
  "formula": "CH3FINS",
  "method": "ωB97M-V/def2-TZVPD",
  "symbols": ["H", "C", "N", "H", "H", "S", "I", "F"],
  "xyz": [[2.0838, 0.0218, -0.5376], [1.7325, 0.9773, -0.1933], [0.5112, 1.3406, -0.1128], [2.4112, 1.6122, 0.5618], [-2.1773, -0.3129, -0.6042], [-0.4071, 2.4460, 0.3909], [-3.7986, -0.1253, -0.1199], [-0.3896, 0.0844, -1.0863]],
  "forces_ev_per_angstrom": [[-0.33, -0.02, -0.54], [0.91, 1.29, 2.94], [0.92, -1.08, -1.03], [-1.33, -1.42, -2.15], [-1.17, 0.24, 0.35], [-0.95, 0.58, 0.23], [1.24, -0.18, -0.36], [0.72, 0.58, 0.55]],
  "mulliken_charge": [0.3216, -0.2224, 0.1852, 0.2372, 0.1573, 0.0179, -0.1935, -0.5032],
  "total_energy_ha": -890.24735,
  "e_lumo_ev": [-2.000, -2.005],
  "e_homo_ev": [-9.314, -9.314],
  "total_charge": 0,
  "de_lowest_kj_mol": 272.7,
  "gap_ha": [0.2688, 0.2686]
}